{
  "formula": "C23H43IrNO4S5Si",
  "method": "wB97M-V/def2-TZVPD",
  "symbols": ["H", "H", "O", "C", "H", "S", "H", "H", "H", "H", "H", "C", "C", "H", "H", "C", "S", "C", "H", "C", "C", "C", "N", "C", "C", "C", "O", "S", "H", "H", "H", "C", "C", "H", "H", "H", "C", "H", "H", "H", "C", "H", "H", "H", "Ir", "H", "H", "H", "H", "C", "H", "H", "S", "H", "H", "C", "C", "O", "H", "S", "H", "H", "H", "H", "C", "H", "H", "H", "C", "C", "H", "Si", "H", "H", "C", "H", "O", "C"],
  "xyz": [[-0.78282, 0.12688, -3.47793], [-1.71800, -3.24030, -2.19660], [-2.94119, 1.42976, 2.54008], [0.55237, 2.79596, -2.54752], [-3.49395, -0.07497, 3.67518], [0.61055, -1.87667, 2.00539], [-1.70297, -2.78620, -0.49353], [0.54570, 3.74285, -3.09045], [4.20213, -3.93565, -1.17368], [3.91416, 2.05099, -2.71272], [3.29234, -3.37667, 0.24416], [4.24958, -1.15429, -0.98538], [3.27942, -3.45469, -0.84502], [-3.27105, -1.69531, 4.34053], [1.11498, -1.90919, 4.32545], [-4.05846, 4.80983, 2.67693], [-2.64151, -1.43858, 2.06043], [3.14320, -2.07745, -1.47234], [0.55684, 3.01177, -1.47956], [-1.31425, -1.16401, -1.82868], [-3.55121, 5.29458, 1.47228], [1.77175, 1.98469, -2.93963], [-3.10656, 2.69476, 2.19931], [-1.21415, -2.62607, -1.44884], [3.13049, -2.18052, -2.98801], [-0.48284, -3.14885, 2.69237], [-0.46730, -0.38608, -0.87705], [-1.61804, 2.07545, 0.04423], [1.33939, 0.43542, 4.86095], [-2.83724, 0.35659, -2.06438], [2.43771, -4.08628, -1.13613], [-2.79892, -0.90313, 3.75572], [-0.78673, -0.93546, -3.23427], [-1.82518, 0.08757, 5.35263], [-0.46606, -3.08125, 3.77754], [-4.15712, 3.03247, 3.92367], [1.11231, 0.21326, 3.81641], [0.22639, -1.32474, -3.35942], [-3.72765, 6.31927, 1.17488], [1.77409, 2.66396, -4.98369], [-3.81502, 3.50789, 3.01812], [4.20252, -1.05008, 0.10100], [0.92256, 1.13109, -4.73161], [-1.43941, -1.44871, -3.94159], [-0.83680, 0.31625, 1.19589], [-2.57301, -3.68664, 2.75959], [4.08910, -2.55804, -3.34816], [2.34836, -2.86945, -3.31485], [4.16016, -0.16147, -1.43744], [-1.53204, -0.42050, 4.43340], [-1.95231, -3.44355, 1.14413], [1.72962, 0.85787, 3.19923], [-0.55162, 0.78703, 3.47336], [2.69154, 1.17296, -4.71640], [-0.85675, -1.22807, 4.70359], [-2.80208, 4.46461, 0.67439], [-2.56358, 3.13903, 1.04802], [1.75177, 0.68311, -2.30068], [3.01757, 2.87929, -1.42026], [1.31850, 0.96546, 0.78766], [3.16785, 3.62583, -3.01999], [-3.38704, -1.31421, -2.29235], [5.22730, -1.55914, -1.25091], [-0.17247, -2.93969, -1.37333], [-1.90738, -3.06437, 2.15890], [-2.37073, 4.81555, -0.25324], [-0.36989, 2.26095, -2.78864], [-3.07517, -0.69012, -0.66681], [1.40203, -1.25045, 3.50872], [-2.73579, -0.66660, -1.70321], [2.95023, -1.20475, -3.44054], [1.20054, -0.09499, -1.00905], [-0.07174, -4.12147, 2.42017], [-4.64104, 5.43076, 3.34134], [1.79110, 1.72162, -4.43438], [2.47896, -1.35771, 3.38424], [1.86664, -1.57604, -1.01827], [3.04726, 2.67702, -2.49337]],
  "atomic_forces_ev_per_a": [[0.0, 0.0, 0.0], [0.0, 0.0, 0.0], [-0.8, 0.8, 0.3], [-0.1, 0.0, 0.0], [-0.1, 0.0, 0.1], [-0.4, 0.5, -0.3], [-0.1, 0.0, 0.0], [0.0, 0.0, 0.0], [0.0, 0.0, 0.0], [0.0, 0.0, 0.0], [0.0, 0.0, 0.0], [0.0, 0.1, 0.0], [0.0, -0.1, 0.1], [0.1, -0.1, 0.0], [0.0, 0.0, 0.0], [0.0, 0.0, 0.0], [-0.7, 0.7, -0.7], [0.1, 0.0, 0.1], [0.0, 0.0, 0.0], [0.1, 0.0, 0.0], [0.0, 0.1, 0.0], [0.1, 0.0, 0.1], [0.1, -0.5, 0.1], [0.2, -0.1, 0.0], [0.0, 0.0, -0.1], [-0.1, -0.2, 0.0], [-0.4, 0.2, -0.2], [-0.8, 1.2, 0.2], [-0.1, 0.0, 0.0], [0.0, 0.0, 0.0], [0.0, 0.0, 0.0], [0.0, -0.1, 0.3], [0.1, 0.1, 0.0], [0.1, 0.1, 0.0], [0.0, 0.0, 0.0], [0.0, 0.0, 0.0], [0.1, -0.1, 0.2], [-0.1, 0.0, 0.0], [0.0, 0.0, 0.0], [0.0, 0.0, 0.0], [0.0, 0.0, -0.1], [0.0, 0.0, 0.0], [0.0, 0.0, 0.0], [0.0, 0.0, 0.0], [2.1, -3.9, 0.9], [0.0, 0.0, 0.0], [0.0, 0.0, 0.0], [0.0, 0.0, 0.0], [0.0, -0.1, 0.0], [0.0, 0.0, 0.1], [0.0, -0.1, 0.0], [0.1, 0.0, 0.1], [-0.8, 0.9, -0.5], [0.0, 0.0, 0.0], [-0.1, -0.1, 0.0], [0.1, 0.0, 0.0], [0.1, 0.0, -0.1], [-0.2, -0.1, -0.2], [0.0, 0.0, 0.0], [0.6, 0.8, -0.3], [0.0, 0.0, 0.0], [0.0, 0.0, 0.0], [0.0, 0.0, 0.0], [0.0, 0.0, 0.0], [0.2, -0.1, 0.2], [0.0, 0.0, 0.0], [0.0, 0.0, 0.0], [0.0, 0.0, 0.0], [0.2, 0.1, 0.0], [-0.1, 0.1, 0.0], [0.0, 0.0, 0.0], [0.3, -0.2, -0.2], [0.0, 0.0, 0.0], [0.0, 0.0, 0.0], [0.0, -0.1, -0.1], [0.0, -0.1, 0.0], [-0.3, 0.1, -0.1], [0.1, 0.1, 0.1]],
  "homo_lumo_gap_ev": 7.23,
  "homo_energy_ev": -10.0,
  "mol_weight_g_mol": 778.238,
  "total_charge": 1
}